# 1
DFT (ωB97M-V with the def2-TZVPD basis set) results for 13 unconnected molecules or ions with the total composition C6H37N2O12 in a non-equilibrium geometry.

Computed properties:
HOMO energy (eV): -11.929

Geometry as ORCA input:
```
! wB97M-V def2-TZVPD RIJCOSX def2/J DEFGRID3
* xyz 1 1
O -1.631 3.493 0.417
O 0.752 -1.866 2.043
O 0.156 -4.564 -0.649
O 3.848 -1.550 1.719
O -1.472 1.609 -2.471
O -3.335 -0.875 0.933
O -1.434 -0.705 4.459
O 0.385 3.164 -1.368
O -2.774 0.803 2.727
O 1.117 3.060 1.403
O 2.124 1.858 -3.325
O 2.984 2.243 3.247
N 1.923 -1.425 -0.811
N -1.151 -1.926 -0.193
C -1.388 -1.075 -1.431
C 0.955 -0.400 -0.928
C 0.753 0.672 -0.178
C -2.447 -1.826 -2.235
C -0.009 -0.761 -2.086
C 3.036 -1.384 -1.398
H -3.016 -2.528 -1.590
H -0.350 3.773 -1.201
H 2.115 2.046 2.881
H -1.785 -0.153 -1.031
H -0.086 0.176 -2.748
H 2.692 1.946 -2.561
H -3.770 -0.210 0.396
H -0.672 2.153 -2.372
H 4.077 -2.461 1.525
H -1.055 -2.930 -0.362
H 1.329 0.938 0.666
H 1.122 -2.594 1.520
H -1.872 -1.858 0.566
H -1.961 4.141 1.048
H 3.234 -0.486 -2.087
H -1.345 1.129 -3.293
H 0.459 3.676 1.065
H 3.776 -2.155 -1.294
H -2.060 1.102 3.310
H 3.655 2.555 2.628
H -2.283 3.303 -0.271
H 1.628 3.516 2.084
H 1.552 -1.309 2.099
H -0.942 -1.396 3.999
H 0.846 3.077 -0.524
H -0.174 1.194 -0.399
H -3.215 -1.156 -2.649
H 0.207 -4.509 -1.612
H -2.222 -0.587 3.917
H -1.982 -2.337 -3.050
H -3.296 -0.696 1.907
H -2.476 1.113 1.862
H 0.565 -1.576 -2.520
H 1.296 2.330 -3.282
H -0.580 -5.053 -0.262
H -0.308 -1.778 0.380
H 4.507 -0.939 1.385
*
```

Atom charges from the natural (NBO) analysis, given in e for atoms 1 to 4:
1 O -0.988
2 O -0.966
3 O -0.972
4 O -0.964

=====

# 2
DFT (ωB97M-V with the def2-TZVPD basis set) results for 3 unconnected molecules or ions with the total composition C3H7O2.

Computed properties:
HOMO energy (eV): -2.529

Geometry as ORCA input:
```
! wB97M-V def2-TZVPD RIJCOSX def2/J DEFGRID3
* xyz -1 1
O 1.212 -0.420 1.522
O -1.638 2.418 2.156
C -0.726 1.623 2.132
C 0.706 -1.101 0.579
C -0.315 -0.797 -0.308
H -0.788 0.540 1.969
H 0.481 -0.489 -4.287
H 0.324 1.954 2.272
H -0.808 0.168 -0.343
H 0.836 -0.341 -4.917
H 1.167 -2.086 0.368
H -0.450 -1.470 -1.144
*
```

Atom charges from the natural (NBO) analysis, given in e for atoms 1 to 4:
1 O -0.824
2 O -0.576
3 C 0.295
4 C 0.248

=====

# 3
DFT (ωB97M-V with the def2-TZVPD basis set) results for a molecular structure, C25H30FeIN4S in a non-equilibrium geometry.

Computed properties:
HOMO energy (alpha / beta) (eV): -6.210 / -6.514

Geometry as ORCA input:
```
! wB97M-V def2-TZVPD RIJCOSX def2/J DEFGRID3
* xyz 0 2
I 2.695 -1.858 -6.514
Fe 1.194 1.168 -2.524
S 1.260 3.299 -3.700
N 1.579 -1.554 -3.482
N -0.844 2.146 -2.660
N 0.978 -0.689 -1.499
N 0.817 1.576 -0.310
C 0.825 -1.968 0.494
C 1.164 -3.144 -0.189
C -1.009 4.541 -2.718
C -2.217 4.487 -2.063
C 2.173 -4.294 1.792
C 0.422 0.536 0.419
C -0.582 1.952 2.093
C -2.735 3.247 -1.686
C 1.301 -1.786 -2.147
C -0.145 -4.881 1.004
C 1.856 -5.578 -0.306
C 1.267 -4.466 0.564
C -1.609 0.920 4.167
C -0.280 0.687 1.607
C -2.861 2.578 2.784
C -0.107 3.030 1.348
C 1.390 -3.040 -1.551
C -0.320 3.344 -2.994
C -0.911 3.309 4.183
C 1.559 -0.323 -3.962
C -1.471 2.178 3.308
C 0.735 -0.772 -0.187
C 1.913 -0.107 -5.360
C -2.015 2.119 -2.013
C 0.567 2.796 0.165
H 1.767 -3.579 2.508
H 2.855 -5.315 -0.660
H 0.662 -1.984 1.562
H -2.218 1.144 5.043
H 2.285 -5.252 2.302
H -0.560 5.478 -3.016
H 1.058 0.205 -5.954
H 3.163 -3.948 1.489
H -0.598 -4.124 1.647
H -0.109 -5.824 1.552
H 1.936 -6.492 0.283
H -3.310 1.757 2.222
H 2.703 0.630 -5.464
H 1.659 -3.895 -2.155
H -2.793 3.442 2.120
H -2.385 1.130 -1.759
H -3.677 3.167 -1.160
H -0.620 -0.204 2.117
H -2.756 5.399 -1.833
H -0.633 0.570 4.514
H -1.006 4.281 3.699
H -0.277 4.051 1.660
H 0.914 3.621 -0.448
H -2.101 0.111 3.624
H -0.789 -5.012 0.132
H -1.461 3.354 5.124
H -3.518 2.831 3.618
H 1.851 -2.339 -4.073
H 0.142 3.137 4.413
H 1.222 -5.793 -1.169
*
```

Atom charges from the natural (NBO) analysis, given in e for atoms 1 to 4:
1 I -0.085
2 Fe 0.727
3 S -0.330
4 N -0.575